# 1
Computed, not measured: C2H15NO5 as an isolated structure at a distorted geometry, with ωB97M-V/def2-TZVPD.

Positions of all 23 atoms, in Å:
C1 0.486 -1.493 1.862
C2 0.535 -0.100 1.237
N1 -0.605 0.677 1.589
H1 -0.235 -2.094 1.199
H2 0.021 -1.434 2.859
H3 1.495 -1.970 1.992
H4 0.810 -0.085 0.134
H5 1.417 0.368 1.756
H6 0.430 4.147 0.307
H7 -1.342 0.126 1.190
O1 0.385 3.164 0.563
H8 -0.690 1.503 1.124
H9 -2.258 -1.946 -0.666
O2 -1.557 -1.400 -0.321
H10 0.353 0.629 -2.175
H11 -0.058 -0.452 -3.173
O3 0.759 -0.102 -2.767
H12 0.975 -1.588 -1.734
H13 -0.260 -2.045 -0.852
O4 0.747 -2.346 -1.108
H14 0.053 2.632 -0.319
H15 -1.170 1.954 -1.420
O5 -0.292 1.855 -1.278

The energy above the lowest of the compared OMol25 structures with the same formula, charge and spin is 9.491 eV. The LUMO energy is -6.1 eV. The frontier orbital gap is 3.8 eV. As for the charge: 0.

Atomic partial charges in e from the Löwdin method, atoms 1 to 2: -0.091, -0.279


# 2
Computed, not measured: a 6-piece molecular cluster, C2H15NO5 overall, with ωB97M-V/def2-TZVPD.

Positions of all 23 atoms, in Å:
C1 -1.012 3.343 2.343
C2 -1.279 2.064 2.591
N1 -2.399 1.298 2.227
H1 -1.684 4.059 1.898
H2 -0.122 3.766 2.793
H3 -0.543 1.560 3.209
H4 -3.100 1.815 1.713
H5 -2.089 0.555 1.609
H6 4.372 1.035 -3.280
H7 2.971 1.432 -2.904
O1 3.452 0.824 -3.476
H8 1.422 1.345 2.048
H9 2.559 1.704 1.031
O2 2.323 1.683 1.967
H10 -0.731 -2.135 -1.190
H11 -0.114 -3.034 -2.235
O3 0.057 -2.226 -1.737
H12 -1.457 -5.909 -3.537
H13 -2.940 -5.527 -3.660
O4 -2.234 -5.661 -3.022
H14 1.302 -1.290 0.740
H15 0.745 0.053 0.206
O5 0.503 -0.754 0.666

The energy above the lowest of the compared OMol25 structures with the same formula, charge and spin is 1.572 eV. The LUMO energy is 0.2 eV. The frontier orbital gap is 9.1 eV. As for the charge: 0.

Atomic partial charges in e from the Löwdin method, atoms 1 to 2: -0.018, -0.320


# 3
Computed, not measured: a 6-piece molecular cluster, C2H15O6 overall at a distorted geometry, with ωB97M-V/def2-TZVPD.

Positions of all 23 atoms, in Å:
C1 1.518 2.435 0.016
O1 0.357 1.858 -0.535
C2 2.591 1.362 0.335
H1 1.268 2.979 0.934
H2 1.890 3.073 -0.785
H3 2.078 0.399 0.291
H4 3.028 1.474 1.328
H5 3.364 1.332 -0.432
H6 -0.060 1.182 0.087
H7 -0.184 -0.570 1.118
O2 -0.825 -0.050 0.629
H8 -1.677 0.335 2.072
H9 -2.546 -0.590 2.902
O3 -2.032 0.221 3.003
H10 -1.663 0.753 -2.054
H11 -1.226 -0.068 -0.834
O4 -1.488 -0.161 -1.818
H12 -0.652 -1.612 -2.276
H13 0.791 -1.799 -2.471
O5 -0.004 -2.343 -2.422
H14 -1.136 -3.367 -0.383
H15 -1.969 -3.074 0.846
O6 -1.423 -3.769 0.449

The energy above the lowest of the compared OMol25 structures with the same formula, charge and spin is 0.663 eV. The LUMO energy is 3.7 eV. The frontier orbital gap is 9.2 eV. As for the charge: -1.

Atomic partial charges in e from the Löwdin method, atoms 1 to 2: -0.334, -0.155


# 4
Computed, not measured: a 5-piece molecular cluster, C2H16N2O4 overall at a distorted geometry, with ωB97M-V/def2-TZVPD.

Positions of all 24 atoms, in Å:
N1 0.838 -2.030 -2.037
C1 0.012 -2.183 -0.763
C2 -1.056 -0.970 -0.417
N2 -2.043 -0.656 -1.594
H1 0.302 -1.286 -2.561
H2 1.041 -2.821 -2.584
H3 0.645 -2.416 0.139
H4 -0.725 -3.023 -0.924
H5 -1.687 -1.272 0.424
H6 -0.715 -0.098 0.028
H7 -2.859 -0.025 -1.155
H8 -2.395 -1.483 -1.990
H9 1.391 1.065 0.124
H10 1.524 2.372 0.745
O1 0.843 1.745 0.368
H11 -1.303 2.172 1.013
H12 -1.620 2.876 2.439
O2 -1.373 2.961 1.536
H13 0.044 0.140 1.850
H14 0.586 1.343 2.742
O3 -0.033 0.717 2.668
H15 2.594 -0.690 0.405
H16 2.432 -0.912 -1.167
O4 2.495 -0.200 -0.451

The energy above the lowest of the compared OMol25 structures with the same formula, charge and spin is 3.265 eV. The LUMO energy is 0.5 eV. The frontier orbital gap is 10.1 eV. As for the charge: 0.

Atomic partial charges in e from the Löwdin method, atoms 1 to 2: -0.033, -0.208


# 5
Computed, not measured: C2H16N2O4 as an isolated structure at a distorted geometry, with ωB97M-V/def2-TZVPD.

Positions of all 24 atoms, in Å:
C1 -2.350 -1.248 1.625
N1 -1.591 -0.038 1.490
C2 0.898 1.474 -0.481
N2 0.472 0.116 -0.489
H1 -3.405 -1.044 1.851
H2 -2.293 -1.782 0.671
H3 -1.875 -1.917 2.349
H4 -1.388 0.363 2.409
H5 1.942 1.553 -0.785
H6 0.281 2.134 -1.091
H7 1.233 -0.550 -0.345
H8 -0.333 -0.089 0.111
H9 0.879 1.937 0.518
H10 3.155 -2.341 -0.599
O1 2.842 -1.448 -0.758
H11 3.958 0.031 1.567
H12 2.953 -0.753 0.165
O2 3.169 0.069 1.023
H13 -2.857 1.752 -0.507
H14 -2.005 1.074 0.719
O3 -2.110 1.924 0.077
H15 -1.084 -0.342 -1.633
H16 -1.157 -0.794 -3.098
O4 -1.691 -0.689 -2.305

The energy above the lowest of the compared OMol25 structures with the same formula, charge and spin is 9.143 eV. The LUMO energy is -5.2 eV. The frontier orbital gap is 3.4 eV. As for the charge: 0.

Atomic partial charges in e from the Löwdin method, atoms 1 to 2: -0.129, 0.041


# 6
Computed, not measured: a 5-piece molecular cluster, C2H16NO4 overall, with ωB97M-V/def2-TZVPD.

Positions of all 23 atoms, in Å:
C1 -2.123 0.532 -1.142
C2 -1.690 0.298 0.295
N1 -0.573 1.232 0.678
H1 -2.933 -0.134 -1.408
H2 -2.478 1.552 -1.296
H3 -1.289 0.329 -1.814
H4 -2.502 0.397 1.006
H5 -1.308 -0.710 0.395
H6 0.118 0.738 1.276
H7 -0.978 1.941 1.291
H8 -0.125 1.731 -0.123
H9 3.202 -1.914 2.128
H10 2.762 -2.982 1.053
O1 2.507 -2.180 1.516
H11 1.414 2.793 -1.645
H12 -0.030 3.101 -2.071
O2 0.517 2.440 -1.623
H13 1.631 -2.781 -2.150
H14 0.537 -1.711 -2.223
O3 1.341 -1.947 -1.751
H15 0.977 -1.277 1.896
H16 0.627 -0.782 3.320
O4 0.396 -0.664 2.393

The energy above the lowest of the compared OMol25 structures with the same formula, charge and spin is 0.193 eV. The LUMO energy is -2.7 eV. The frontier orbital gap is 11.8 eV. As for the charge: +1.

Atomic partial charges in e from the Löwdin method, atoms 1 to 2: -0.074, -0.195


# 7
Computed, not measured: a 6-piece molecular cluster, C2H16NO5 overall at a distorted geometry, with ωB97M-V/def2-TZVPD.

Positions of all 24 atoms, in Å:
C1 0.221 -0.738 2.306
C2 0.735 -1.943 2.298
N1 0.635 0.252 1.301
H1 -0.571 -0.415 2.988
H2 0.198 -2.681 2.901
H3 1.660 -2.375 1.922
H4 1.494 0.112 0.704
H5 -0.139 0.380 0.650
H6 0.872 1.141 1.748
H7 -3.147 2.596 -1.105
H8 -3.355 1.120 -0.960
O1 -3.001 1.885 -0.481
H9 2.731 0.463 -1.108
H10 2.539 -0.978 -1.196
O2 2.653 -0.287 -0.501
H11 2.364 -0.881 -3.732
H12 1.584 -2.043 -2.928
O3 1.951 -1.151 -2.899
H13 -1.380 2.558 0.521
H14 -0.058 3.331 0.304
O4 -0.415 2.460 0.513
H15 -3.250 -1.162 -0.745
H16 -1.862 -1.003 -1.573
O5 -2.458 -0.642 -0.928

The energy above the lowest of the compared OMol25 structures with the same formula, charge and spin is 1.134 eV. The LUMO energy is -2.8 eV. The frontier orbital gap is 11.4 eV. As for the charge: +1.

Atomic partial charges in e from the Löwdin method, atoms 1 to 2: -0.139, 0.058


# 8
Computed, not measured: a 6-piece molecular cluster, C2H16O5 overall at a distorted geometry, with ωB97M-V/def2-TZVPD.

Positions of all 23 atoms, in Å:
C1 -0.237 1.421 -0.310
C2 0.145 0.955 1.094
H1 0.057 0.738 -1.110
H2 0.191 2.391 -0.560
H3 -1.307 1.520 -0.498
H4 0.030 1.804 1.738
H5 -0.483 0.133 1.437
H6 1.123 0.493 0.966
H7 4.346 1.639 0.661
H8 2.775 1.773 0.653
O1 3.527 1.288 0.306
H9 -4.039 1.176 0.122
H10 -3.876 -0.151 -0.367
O2 -4.279 0.689 -0.680
H11 2.862 -1.198 -1.447
H12 2.813 -0.666 -0.074
O3 2.710 -1.509 -0.544
H13 -1.576 -1.566 -0.080
H14 -2.889 -2.231 0.341
O4 -2.513 -1.370 0.136
H15 -0.195 -2.767 -1.200
H16 0.886 -2.240 -0.226
O5 -0.072 -2.320 -0.359

The energy above the lowest of the compared OMol25 structures with the same formula, charge and spin is 0.138 eV. The LUMO energy is 0.4 eV. The frontier orbital gap is 10.9 eV. As for the charge: 0.

Atomic partial charges in e from the Löwdin method, atoms 1 to 2: -0.162, -0.145


# 9
Computed, not measured: a 6-piece molecular cluster, C2H16O6 overall at a distorted geometry, with ωB97M-V/def2-TZVPD.

Positions of all 24 atoms, in Å:
C1 0.060 -1.491 1.118
O1 -1.342 -1.822 1.364
C2 0.875 -1.941 -0.077
H1 -0.055 -0.392 1.141
H2 0.605 -1.826 2.024
H3 -1.330 -2.462 2.081
H4 1.710 -2.572 0.099
H5 0.396 -2.333 -0.965
H6 1.394 -1.026 -0.432
H7 1.233 0.930 -1.498
H8 2.539 1.291 -2.224
O2 2.208 0.943 -1.389
H9 -3.213 -1.237 0.354
H10 -2.411 -1.689 -0.808
O3 -3.284 -1.800 -0.422
H11 -0.815 1.923 -1.190
H12 -1.117 1.248 -2.491
O4 -0.490 1.186 -1.763
H13 2.067 2.084 0.528
H14 1.827 0.926 1.512
O5 1.505 1.798 1.261
H15 -1.558 2.769 0.871
H16 0.027 2.635 0.649
O6 -0.831 2.858 0.256

The energy above the lowest of the compared OMol25 structures with the same formula, charge and spin is 1.069 eV. The LUMO energy is 0.5 eV. The frontier orbital gap is 10.8 eV. As for the charge: 0.

Atomic partial charges in e from the Löwdin method, atoms 1 to 2: -0.265, -0.106


# 10
Computed, not measured: a 5-piece molecular cluster, C2H17N2O4 overall at a distorted geometry, with ωB97M-V/def2-TZVPD.

Positions of all 25 atoms, in Å:
C1 -2.387 -0.424 0.714
N1 -3.517 -1.257 0.446
C2 -1.103 -0.913 0.030
N2 0.041 0.079 0.059
H1 -2.185 -0.422 1.783
H2 -2.656 0.604 0.465
H3 -3.422 -2.209 0.762
H4 -3.964 -1.217 -0.456
H5 -1.204 -1.169 -1.020
H6 -0.762 -1.778 0.595
H7 -0.122 0.863 -0.573
H8 0.134 0.433 1.015
H9 0.897 -0.402 -0.196
H10 -0.627 1.717 3.602
H11 -0.275 0.234 3.354
O1 -0.144 1.127 3.015
H12 2.437 0.494 1.957
H13 3.300 -0.553 1.230
O2 2.387 -0.258 1.352
H14 1.582 -1.776 -4.505
H15 2.788 -0.946 -4.106
O3 2.092 -1.499 -3.736
H16 2.146 2.507 -2.478
H17 2.339 3.859 -1.707
O4 2.227 2.910 -1.604

The energy above the lowest of the compared OMol25 structures with the same formula, charge and spin is 0.534 eV. The LUMO energy is -2.8 eV. The frontier orbital gap is 9.9 eV. As for the charge: +1.

Atomic partial charges in e from the Löwdin method, atoms 1 to 2: -0.283, 0.012


# 11
Computed, not measured: a 6-piece molecular cluster, C2H17NO5 overall at a distorted geometry, with ωB97M-V/def2-TZVPD.

Positions of all 25 atoms, in Å:
C1 1.596 -3.063 -0.180
N1 0.351 -3.915 -0.527
C2 0.154 -4.013 -2.080
H1 1.626 -2.743 0.881
H2 2.381 -3.778 -0.352
H3 1.633 -2.111 -0.680
H4 0.552 -4.749 -0.089
H5 -0.078 -3.098 -2.656
H6 -0.783 -4.612 -2.387
H7 0.975 -4.526 -2.603
H8 -4.223 1.961 -0.627
H9 -2.911 2.278 0.048
O1 -3.287 1.618 -0.529
H10 0.363 1.256 5.516
H11 0.747 2.496 4.789
O2 1.231 1.714 5.330
H12 0.938 2.651 -0.335
H13 -0.191 1.884 -0.297
O3 0.349 2.290 0.321
H14 -0.716 3.087 1.022
H15 -1.545 3.709 2.276
O4 -1.699 3.546 1.267
H16 1.190 3.409 -2.670
H17 0.651 2.096 -3.157
O5 0.696 2.613 -2.280

The energy above the lowest of the compared OMol25 structures with the same formula, charge and spin is 3.704 eV. The LUMO energy is 0.1 eV. The frontier orbital gap is 8.8 eV. As for the charge: 0.

Atomic partial charges in e from the Löwdin method, atoms 1 to 2: -0.119, -0.148


# 12
Computed, not measured: C2H18BN2O7S2 as an isolated structure at a distorted geometry, with ωB97M-V/def2-TZVPD.

Positions of all 32 atoms, in Å:
C1 0.404 2.967 -1.314
S1 0.954 1.317 -1.977
N1 2.604 1.145 -1.451
C2 2.798 -0.138 -1.365
S2 3.433 -1.548 -0.816
B1 -0.210 0.072 -1.183
N2 -1.347 -0.393 -2.013
O1 -0.126 -0.433 0.136
H1 1.007 3.745 -1.873
H2 0.736 2.981 -0.214
H3 -0.701 3.148 -1.407
H4 -1.295 0.005 -2.962
H5 -2.208 -0.045 -1.565
H6 0.749 -0.286 0.539
O2 -2.367 -1.556 1.842
H7 -3.248 -1.412 1.471
H8 -1.770 -1.204 1.172
O3 2.929 -4.805 -1.195
H9 2.227 -4.876 -0.532
H10 3.394 -3.996 -0.960
O4 -0.385 3.494 1.586
H11 -1.200 3.914 1.890
H12 -0.613 2.558 1.534
O5 1.165 6.087 -1.137
H13 0.466 6.030 -0.476
H14 1.636 6.896 -0.907
O6 2.017 -5.408 1.675
H15 1.317 -5.478 2.334
H16 2.483 -4.599 1.915
O7 -5.108 -2.446 2.641
H17 -5.554 -3.104 2.097
H18 -4.170 -2.643 2.524

The LUMO energy is -5.7 eV. The frontier orbital gap is 7.9 eV. As for the charge: +1.

Atomic partial charges in e from the Löwdin method, atoms 1 to 2: -0.213, 1.128


What is the LUMO energy in the twelfth record? -5.7 eV